# C23H54BClFIN3O7P2S

4 unconnected molecules or ions with the total composition C23H54BClFIN3O7P2S (wB97M-V/def2-TZVPD, OMol25).

Each line ends with the Löwdin charge.
Positions of all 94 atoms, in Å:
C 1.76687 3.15045 -0.28105  -0.14
C 0.81354 1.97831 -0.03572  -0.22
B 0.33626 1.91519 1.49718  -0.61
O 1.11100 2.66136 2.38105  0.04
P -1.24563 0.82348 2.16818  0.63
C -1.03945 -0.33699 0.59968  -0.33
C -1.78842 -1.65464 0.39903  -0.36
C -1.29069 -2.31954 -0.88375  -0.65
I -1.40873 -4.46122 -0.86163  0.76
C -1.47529 2.01720 3.68580  -0.33
C -2.83673 2.27641 4.34757  -0.25
C -2.88189 3.62413 5.10284  -0.43
C -3.51498 3.46923 6.49160  -0.09
C -3.64017 4.67897 4.29171  -0.08
C -0.27172 -0.47690 3.26326  -0.24
C 1.14259 -0.14786 3.67081  -0.41
C 2.19442 -0.47551 2.63151  -0.04
F 1.47583 -0.94649 4.81573  -0.08
C -2.92961 -0.28193 2.78218  -0.39
S -4.56797 -0.30316 2.16625  0.56
O -5.35357 0.76673 2.73848  -0.40
O -5.11397 -1.64451 2.19034  -0.39
P -2.77146 2.32634 1.05998  0.58
O -2.85213 1.89747 -0.55407  -0.45
Cl -1.63707 4.12652 0.87441  0.23
H 2.72076 2.97908 0.22311  0.08
H 1.95520 3.32894 -1.34382  0.07
H 1.34068 4.04233 0.17754  0.01
H 1.29175 1.02653 -0.29398  0.09
H -0.06167 2.05525 -0.68551  0.06
H 1.02407 3.61898 2.30734  0.07
H 0.02578 -0.59610 0.64094  0.06
H -1.17196 0.25337 -0.30735  0.05
H -2.86296 -1.49582 0.28884  0.08
H -1.63769 -2.33178 1.24076  0.07
H -0.24749 -2.09085 -1.08761  0.04
H -1.88096 -2.03109 -1.75019  0.04
H -1.07474 2.97877 3.35957  0.03
H -0.78872 1.68271 4.47035  0.08
H -3.65266 2.24623 3.62076  0.05
H -3.05062 1.47937 5.06680  0.10
H -1.85285 3.97329 5.24085  0.12
H -4.33705 2.74961 6.45952  0.08
H -2.78856 3.12386 7.23122  0.07
H -3.92543 4.41732 6.85251  0.07
H -4.71848 4.53604 4.41080  0.08
H -3.38258 5.69544 4.60169  0.07
H -3.42330 4.59127 3.22503  0.04
H -0.84410 -0.58886 4.18847  0.08
H -0.27015 -1.46807 2.79599  0.08
H 1.24437 0.88033 4.01922  0.12
H 2.11008 0.17634 1.76054  0.06
H 3.19251 -0.35787 3.05594  0.08
H 2.07185 -1.51023 2.30201  0.09
H -3.11053 -0.07335 3.84078  0.04
H -2.62147 -1.32503 2.73372  0.04
H -4.39893 -0.00810 0.84860  0.04
H -2.11093 2.23290 -1.06610  0.00
C -0.01260 -6.59850 -5.51571  -0.36
O -0.25654 -5.42660 -5.29496  0.00
N -0.35547 -7.61867 -4.70437  -0.19
C -0.00442 -8.98379 -5.02146  -0.07
C -1.07347 -7.32976 -3.47366  -0.07
H 0.53583 -6.93104 -6.41082  0.12
H -0.89666 -9.60764 -5.12178  0.08
H 0.63381 -9.41398 -4.24619  0.09
H 0.55125 -9.00171 -5.95729  0.07
H -2.02191 -6.83478 -3.68465  0.09
H -0.49685 -6.66770 -2.82760  0.03
H -1.26025 -8.26906 -2.95655  0.08
C 2.07184 6.43962 0.55215  -0.33
O 1.50591 5.91335 1.48854  0.02
N 2.55355 7.70211 0.58452  -0.20
C 3.22042 8.29757 -0.54869  -0.07
C 2.38233 8.46817 1.80507  -0.04
H 2.24365 5.92627 -0.40782  0.13
H 4.24630 8.58152 -0.30116  0.09
H 2.69127 9.18770 -0.89769  0.09
H 3.25158 7.57588 -1.36372  0.08
H 2.86907 7.97131 2.64501  0.09
H 1.32507 8.57276 2.05068  0.09
H 2.82069 9.45443 1.66482  0.08
C 3.50366 -7.07872 -7.22142  -0.35
O 3.01511 -7.69161 -6.29045  0.00
N 4.00125 -5.83191 -7.11607  -0.19
C 4.57338 -5.13031 -8.24136  -0.07
C 3.92955 -5.17441 -5.81935  -0.03
H 3.56369 -7.48937 -8.24366  0.13
H 5.61688 -4.86834 -8.05277  0.09
H 4.02036 -4.21320 -8.45491  0.09
H 4.53274 -5.76986 -9.12223  0.08
H 4.47885 -5.74336 -5.06916  0.09
H 2.89434 -5.09016 -5.48687  0.09
H 4.36150 -4.18011 -5.90816  0.09

Calculated values
Frontier orbital gap in eV: 5.62
Electronic energy in Ha: -3563.22512
Total charge: -1
LUMO level in hartree: 0.0696


# C23H54BO6P2

3 unconnected molecules or ions with the total composition C23H54BO6P2 in a non-equilibrium geometry (wB97M-V/def2-TZVPD, OMol25).

Each line ends with the Löwdin charge.
Positions of all 86 atoms, in Å:
C 1.41237 -1.32955 -0.08311  -0.17
C 1.18710 -0.21623 1.00497  -0.44
P 0.23956 1.29720 0.42835  0.99
C 1.43410 2.40284 -0.51652  -0.45
C 2.49743 1.66511 -1.39722  -0.18
B -1.32398 0.84818 -0.64507  -0.89
O -2.51668 1.48679 -0.00325  -0.12
C -3.57151 0.53803 0.10638  -0.44
C -4.45437 0.72712 1.41234  -0.01
C -4.51053 0.71124 -1.12765  -0.13
C -4.64327 2.17665 -1.64137  -0.35
C -4.88340 3.24922 -0.53921  -0.09
C -5.92627 2.19647 -2.59108  -0.09
C -2.70612 -0.78673 0.21760  -0.60
C -2.12787 -0.94096 1.67743  -0.09
P -3.46837 -2.48084 -0.09153  1.02
C -4.83001 -2.84136 1.17828  -0.30
C -4.42522 -2.52040 -1.72029  -0.43
C -4.70098 -4.01320 -2.15396  -0.18
O -1.66714 -0.59544 -0.70859  -0.11
H 2.33217 -1.93282 0.10126  0.06
H 1.50685 -0.87575 -1.08674  0.04
H 0.54308 -2.01443 -0.14729  0.06
H 0.73328 -0.71672 1.88077  0.03
H 2.19372 0.12276 1.34697  0.06
H 0.84720 3.06962 -1.17720  0.06
H 1.98821 3.02113 0.21557  0.04
H 3.21761 2.35588 -1.88449  0.04
H 2.01283 1.06235 -2.19249  0.06
H 3.09523 0.97269 -0.76742  0.06
H -1.27897 1.26913 -1.78673  0.07
H -3.94586 1.48150 2.04105  0.10
H -4.62816 -0.22047 1.94692  0.05
H -5.44903 1.07788 1.07504  0.06
H -4.04565 0.13559 -1.96036  0.11
H -5.50881 0.26074 -0.94960  0.10
H -3.80020 2.42949 -2.30931  0.13
H -5.22679 4.17459 -1.05590  0.07
H -3.90607 3.52491 -0.09357  0.08
H -5.61741 2.96313 0.22914  0.07
H -5.66015 2.27986 -3.66014  0.06
H -6.57874 1.31670 -2.42348  0.06
H -6.54195 3.07785 -2.30978  0.06
H -1.37488 -1.75127 1.70512  0.06
H -2.91928 -1.24797 2.39768  0.05
H -1.73578 0.02309 2.05752  0.08
H -5.17983 -3.86954 0.94186  0.02
H -5.70723 -2.17075 1.08528  0.03
H -4.40864 -2.88646 2.19499  0.02
H -3.89791 -1.94111 -2.49995  0.07
H -5.38489 -1.98224 -1.54465  0.06
H -3.82720 -4.62643 -1.88128  0.05
H -4.89714 -3.99268 -3.24110  0.06
H -5.61047 -4.31875 -1.59993  0.05
C 8.57719 2.87078 -4.14830  -0.12
O 7.53838 2.86204 -5.11228  -0.20
C 6.52455 1.90722 -4.81554  -0.20
C 5.31211 2.55808 -4.17242  -0.20
O 5.62871 3.08691 -2.89008  -0.20
C 5.83587 4.48899 -2.92002  -0.11
H 9.15754 3.78320 -4.28664  0.09
H 8.18709 2.85658 -3.12841  0.08
H 9.23547 2.00860 -4.30015  0.09
H 6.91863 1.10870 -4.17994  0.13
H 6.21908 1.45986 -5.76622  0.12
H 4.54107 1.79683 -4.02395  0.12
H 4.89590 3.33427 -4.82179  0.13
H 4.87355 5.00649 -2.98491  0.09
H 6.47131 4.79042 -3.75602  0.08
H 6.32546 4.77559 -1.98913  0.09
C 1.24240 -3.85280 3.69292  -0.11
O 2.06994 -2.73136 3.95670  -0.20
C 1.50994 -1.85974 4.93106  -0.20
C 2.14132 -2.07760 6.29562  -0.20
O 1.83504 -3.36671 6.81761  -0.19
C 2.89792 -4.28828 6.64789  -0.12
H 1.83892 -4.59335 3.16004  0.09
H 0.86249 -4.30534 4.61214  0.08
H 0.40239 -3.55526 3.05709  0.08
H 0.42330 -1.97753 4.97929  0.13
H 1.72104 -0.83673 4.60558  0.13
H 1.72846 -1.34449 6.99458  0.12
H 3.22415 -1.92535 6.24919  0.12
H 3.68578 -4.08938 7.38239  0.08
H 3.31713 -4.24586 5.64050  0.08
H 2.50394 -5.29041 6.81894  0.09

Calculated values
Frontier orbital gap in eV: 5.65
Electronic energy in Ha: -2067.69533
Total charge: -1
LUMO level in hartree: 0.0911


| no. | E_HOMO (eV) |
| --- | --- |
| 1 | -3.7 |
| 2 | -3.2 |